1.
20
Properties=species:S:1:pos:R:3:forces:R:3 method="wB97M-V/def2-TZVPD" spin_multiplicity=1 total_charge=0 energy_ev=-10969.0441 e_above_lowest_kcal_mol=143.71 orbital_gap_ev=9.1
C -3.21924 -0.10025 0.13388 3.4 -1.3 -0.1
C -1.00286 -2.17859 0.68668 -0.6 0.8 -0.7
C -0.90432 -0.99913 -0.09059 -2.9 -1.5 0.3
C -0.31090 1.07014 0.98873 -0.8 3.0 0.6
C -0.27945 0.88838 -1.48114 -4.5 -0.4 -0.4
C 1.46420 -0.35343 -0.19648 -2.0 -1.2 4.7
C -0.04242 0.15547 -0.16160 0.5 0.0 -2.4
N -4.13126 0.57675 -0.01180 -1.3 0.8 -0.1
O -1.11028 -2.14379 -0.74463 0.6 1.9 -1.2
H -0.13292 -2.59774 0.94990 3.2 -1.6 1.3
H -1.83991 -2.52123 1.14861 -2.4 -0.4 1.4
H 0.61808 1.36759 1.49780 -0.3 -0.2 0.0
H -1.08072 0.79945 1.72882 0.5 -0.5 -0.4
H -0.73428 2.04745 0.56369 0.5 -1.3 0.6
H 0.01767 0.54136 -2.42165 1.0 -1.7 -1.0
H -1.41238 1.10086 -1.71220 1.7 -0.6 1.0
H 0.07932 1.83586 -1.46562 1.5 2.9 0.6
H 1.93153 0.17609 -0.89808 2.0 2.2 -2.7
H 1.62779 -1.40425 -0.42004 -0.2 -0.1 0.2
H 1.84389 -0.06482 0.84610 0.0 -0.9 -1.6

=====

2.
19
Properties=species:S:1:pos:R:3:forces:R:3 method="wB97M-V/def2-TZVPD" spin_multiplicity=3 total_charge=0 energy_ev=-28438.7319 e_above_lowest_kcal_mol=0.00 orbital_gap_ev="8.2 / 7.0"
C -0.22026 1.57286 -0.68691 -3.6 1.2 2.2
C -2.50160 1.20198 -1.33327 0.3 2.5 -2.6
C 1.99857 -2.30698 2.63265 2.0 -1.6 0.6
N 1.02366 -0.22490 -2.13052 -2.0 0.5 0.1
N -1.09318 1.13088 -1.77793 -0.2 -0.2 1.8
O -1.07959 -0.82662 -3.67521 -0.2 0.0 -1.1
P -0.63993 -0.39381 -2.35103 0.8 0.0 1.3
S 1.24804 -2.01861 1.06607 -0.1 -0.1 -0.3
H -0.86517 2.38352 -0.12969 1.9 -0.7 -1.4
H -0.12217 0.89600 0.17436 0.1 -0.7 -0.3
H 0.71602 1.80952 -1.05375 1.7 1.2 -0.4
H -2.73986 2.35375 -1.24102 0.0 -2.3 -0.5
H -2.95926 0.68219 -2.18459 -1.1 0.6 0.5
H -2.77250 0.75706 -0.41440 0.1 -0.8 1.1
H 1.32882 -1.90979 3.37813 0.0 0.5 0.4
H 3.07550 -1.97812 2.72073 -1.4 0.3 0.0
H 2.09428 -3.40331 2.92166 -0.6 1.0 -0.7
H 1.55154 -0.63909 -2.84357 1.3 -0.8 -0.4
H 1.28660 -0.12479 -1.16243 0.8 -0.5 -0.4

=====

3.
22
Properties=species:S:1:pos:R:3:forces:R:3 method="wB97M-V/def2-TZVPD" smiles=C[C@H]1C(C)(C)C1(N)N spin_multiplicity=1 total_charge=0 energy_ev=-9428.6628 e_above_lowest_kcal_mol=18.95 orbital_gap_ev=9.7
C -1.20165 0.30509 1.79178 -0.1 -0.2 0.6
C -0.75579 0.57015 0.39244 0.1 -0.4 0.5
C 0.65891 0.25994 -0.07633 -0.4 0.0 -0.1
C 1.62977 -0.43141 0.85717 -0.1 -0.2 0.2
C 1.33572 1.32276 -0.91175 0.0 -0.1 -0.2
C -0.52817 -0.52663 -0.61192 -0.4 -0.1 -0.4
N -0.70268 -1.90984 -0.25633 0.4 -0.2 0.8
N -1.02336 -0.37178 -1.95467 0.2 1.0 -1.0
H -2.28416 0.44933 1.86952 0.1 0.0 0.1
H -0.71994 1.01137 2.47577 -0.1 -0.1 0.1
H -0.97854 -0.70744 2.13871 0.0 0.1 -0.2
H -1.19596 1.49773 0.03941 0.2 -0.1 -0.5
H 1.15976 -1.17788 1.50355 0.0 0.1 -0.2
H 2.11852 0.30355 1.50564 0.0 0.0 -0.1
H 2.40536 -0.94250 0.27635 0.0 0.1 0.1
H 1.76196 2.09228 -0.25835 0.0 -0.1 -0.1
H 0.65377 1.83212 -1.59856 0.0 -0.1 0.1
H 2.14881 0.88605 -1.50065 0.0 0.1 0.0
H -0.10299 -2.46447 -0.86470 0.0 0.1 0.1
H -1.64689 -2.19858 -0.49682 0.0 0.1 0.1
H -2.03796 -0.28927 -1.93821 0.1 -0.1 0.0
H -0.69449 0.48941 -2.38203 0.0 -0.1 0.0

=====

4.
87
Properties=species:S:1:pos:R:3:forces:R:3 method="wB97M-V/def2-TZVPD" spin_multiplicity=6 total_charge=+3 energy_ev=-167231.9380 orbital_gap_ev="4.0 / 5.7"
Fe 3.34907 -0.21468 0.45009 -0.1 -0.6 0.2
C 6.39582 -1.49998 -2.28398 0.0 0.0 0.0
C 5.19991 -0.99268 -1.57793 0.0 0.1 0.0
N 5.08988 -0.87662 -0.30077 0.3 0.2 0.0
O 6.05920 -1.27014 0.51318 -0.1 0.0 -0.1
B 6.27768 -0.28891 1.66670 -0.1 -0.1 0.0
F 7.33374 -0.66905 2.36551 0.1 -0.1 0.0
F 6.20158 0.98706 1.17203 0.1 0.1 -0.1
O 5.00899 -0.46815 2.59093 0.0 0.1 0.3
N 4.00572 0.32088 2.20018 0.2 0.1 -0.3
C 3.79261 1.51055 2.64095 0.0 -0.2 0.0
C 4.51730 2.13826 3.76088 -0.1 0.0 0.0
C 2.72175 2.19279 1.84442 0.1 0.0 -0.1
N 2.43673 1.56263 0.75421 -0.1 0.1 -0.1
O 1.47700 1.99758 -0.04199 -0.1 -0.2 0.0
B 1.74203 1.90601 -1.54969 0.0 0.2 0.2
F 0.61907 2.31167 -2.15582 0.0 0.0 0.0
F 2.92895 2.50151 -1.83138 0.0 0.0 -0.1
O 1.89441 0.39248 -1.85440 0.1 -0.1 -0.1
N 3.06866 -0.07228 -1.49091 -0.1 0.2 -0.2
C 3.98705 -0.48962 -2.29232 0.0 0.0 0.1
C 3.88849 -0.43158 -3.76506 0.0 0.0 0.0
C 2.10436 3.46683 2.26876 0.0 0.0 0.0
H 7.07929 -1.97800 -1.58901 0.0 0.0 0.0
H 6.91193 -0.66159 -2.76258 0.0 0.0 0.0
H 6.10777 -2.19921 -3.06980 0.0 0.0 0.0
H 5.46199 1.63171 3.94135 0.0 0.0 0.0
H 3.90270 2.06785 4.66552 0.0 0.0 0.0
H 4.68522 3.19543 3.55981 0.0 0.0 0.0
H 2.93898 -0.01469 -4.08489 0.0 0.0 0.0
H 4.02257 -1.43110 -4.18490 0.0 0.0 0.0
H 4.70756 0.18721 -4.14353 0.0 0.0 0.0
H 1.54077 3.30341 3.19204 0.0 0.0 0.0
H 1.44513 3.85994 1.50209 0.0 0.0 0.0
H 2.88318 4.19765 2.49252 0.0 0.0 0.0
C -4.19820 -2.55050 -0.12517 0.0 0.1 0.0
C -4.01739 -1.41082 -1.15943 -0.1 0.0 0.0
C -2.95452 -1.87113 -2.16574 0.0 0.0 0.0
C -5.34661 -1.20297 -1.89900 0.0 0.0 0.0
Si -3.50653 0.08624 -0.08849 0.1 -0.2 0.0
Br -1.33022 -0.16662 0.44724 -0.1 0.1 -0.1
C -4.46162 0.55404 1.48814 -0.1 0.0 0.0
C -4.21488 1.97593 2.00194 0.0 0.0 0.0
C -3.98031 -0.41066 2.59818 0.0 0.0 0.0
C -5.96959 0.35140 1.25001 0.0 0.0 0.0
C -3.41143 1.94800 -1.41148 0.0 0.1 -0.1
C -2.81953 1.41372 -2.68258 0.0 0.0 0.1
C -2.50914 2.89137 -0.67091 0.0 0.0 0.0
C -4.85613 2.34225 -1.48632 0.0 0.0 0.0
H -4.46944 -3.44877 -0.68347 0.0 0.0 0.0
H -5.00128 -2.36424 0.58451 0.0 0.0 0.0
H -3.27971 -2.76385 0.42587 0.0 0.0 0.0
H -3.21125 -2.88585 -2.47682 0.0 0.0 0.0
H -1.95146 -1.89985 -1.73925 0.0 0.0 0.0
H -2.93281 -1.26185 -3.06590 0.0 0.0 0.0
H -5.61802 -2.14213 -2.38598 0.0 0.0 0.0
H -5.26837 -0.45492 -2.68664 0.0 0.0 0.0
H -6.16992 -0.93248 -1.23782 0.0 0.0 0.0
H -3.15490 2.17001 2.17702 0.0 0.0 0.0
H -4.72545 2.07614 2.96153 0.0 0.0 0.0
H -4.61972 2.74905 1.34985 0.0 0.0 0.1
H -2.95771 -0.19082 2.90323 0.0 0.0 0.0
H -4.04809 -1.46412 2.33545 0.0 0.0 0.0
H -4.62927 -0.24945 3.46150 0.0 0.0 0.0
H -6.35663 0.94039 0.41876 0.0 0.0 0.0
H -6.50052 0.67784 2.14659 0.0 0.0 0.0
H -6.23374 -0.69238 1.08597 0.0 0.0 0.0
H -1.85688 0.92504 -2.53598 0.0 0.0 0.0
H -2.62813 2.30039 -3.30350 0.0 0.0 0.0
H -3.50024 0.77616 -3.23854 0.0 0.0 0.0
H -1.48183 2.53969 -0.63459 0.0 0.0 0.0
H -2.86275 3.15661 0.32269 0.1 0.0 -0.1
H -2.52219 3.81477 -1.26730 0.0 0.0 0.0
H -5.50341 1.56083 -1.88154 0.0 0.0 0.0
H -4.89718 3.16960 -2.21041 0.0 0.0 0.0
H -5.25451 2.72222 -0.54923 0.0 0.0 0.0
C 0.85283 -3.89355 -0.06126 0.0 0.0 0.0
N 1.91034 -4.00545 0.94133 0.1 0.0 0.1
C 2.69240 -3.02532 1.34635 0.0 0.3 0.0
N 3.61880 -3.18475 2.27944 0.0 -0.2 0.0
O 2.54348 -1.84302 0.81763 -0.1 0.2 -0.1
H 1.10956 -4.48628 -0.93720 0.0 0.0 0.0
H 0.72740 -2.85230 -0.34086 0.0 0.0 0.0
H -0.07850 -4.26159 0.36364 0.0 0.0 0.0
H 2.05752 -4.91678 1.35271 0.0 0.0 0.0
H 3.77421 -4.07490 2.72767 0.0 0.0 0.0
H 4.21644 -2.40750 2.53595 0.0 0.0 0.0